(1)
Formula: C26H49BFN4O4
Source: OMol25
Level of theory: the ωB97M-V functional and the def2-TZVPD basis

Last column: Mulliken charge in e.
Atoms and positions in Å:
O: -0.272 -1.848 1.669  -0.26
B: -1.276 -1.870 0.685  0.50
O: -1.743 -3.077 0.201  -0.53
C: -1.850 -0.416 0.209  -1.12
C: -2.386 0.291 1.425  0.29
C: -1.508 0.938 2.347  -0.46
C: -2.193 1.530 3.430  -0.31
N: -3.499 1.462 3.563  0.05
N: -4.393 0.910 2.763  -0.52
C: -3.797 0.362 1.728  1.12
C: -4.764 -0.296 0.703  -0.34
C: -6.181 -0.558 1.289  -0.87
C: -6.242 -1.703 2.339  -0.17
F: -7.071 -2.724 1.892  -0.32
H: -0.687 -1.632 2.520  0.27
H: -2.713 -3.019 0.247  0.36
H: -2.567 -0.531 -0.619  0.33
H: -0.978 0.139 -0.208  0.08
H: -0.418 0.973 2.263  0.56
H: -1.611 2.065 4.192  0.50
H: -3.900 1.893 4.399  0.29
H: -4.896 0.385 -0.167  0.22
H: -4.326 -1.239 0.321  0.17
H: -6.832 -0.820 0.429  0.48
H: -6.598 0.388 1.687  0.35
H: -6.573 -1.298 3.313  0.26
H: -5.217 -2.116 2.453  0.14
C: 0.172 3.642 -5.052  -1.58
C: -0.385 2.387 -4.348  1.58
C: -1.669 1.928 -5.047  -1.24
C: -2.862 2.830 -4.750  -0.61
C: -3.072 2.953 -3.244  -1.10
C: -1.813 3.415 -2.496  1.99
N: -0.590 2.648 -2.889  0.23
O: -0.639 1.487 -2.284  -0.45
C: -1.603 4.927 -2.741  -2.00
C: -2.080 3.329 -0.984  -1.66
C: 0.710 1.338 -4.598  -1.81
H: 0.290 3.452 -6.120  0.42
H: -0.464 4.520 -4.984  0.29
H: 1.152 3.913 -4.656  0.38
H: -1.919 0.907 -4.735  0.31
H: -1.511 1.880 -6.127  0.42
H: -2.714 3.815 -5.203  0.34
H: -3.760 2.415 -5.213  0.42
H: -3.894 3.647 -3.049  0.41
H: -3.396 1.979 -2.858  0.13
H: -0.599 5.239 -2.447  0.38
H: -2.307 5.517 -2.150  0.50
H: -1.779 5.229 -3.770  0.38
H: -2.367 2.324 -0.667  -0.01
H: -2.902 3.989 -0.705  0.47
H: -1.199 3.634 -0.413  0.54
H: 1.640 1.613 -4.097  0.46
H: 0.921 1.264 -5.666  0.42
H: 0.423 0.341 -4.265  0.33
C: 6.472 -3.234 2.874  -1.64
C: 5.678 -1.974 2.471  1.58
C: 4.696 -1.601 3.588  -1.30
C: 3.495 -2.539 3.658  -0.71
C: 2.792 -2.603 2.304  -0.91
C: 3.734 -2.975 1.153  1.83
N: 4.998 -2.176 1.157  0.44
O: 4.716 -0.991 0.671  -0.58
C: 4.052 -4.487 1.226  -1.97
C: 2.971 -2.833 -0.173  -1.86
C: 6.766 -0.891 2.397  -1.77
H: 6.941 -3.087 3.848  0.43
H: 5.872 -4.134 2.974  0.28
H: 7.266 -3.445 2.155  0.38
H: 4.330 -0.578 3.435  0.37
H: 5.209 -1.595 4.552  0.43
H: 3.811 -3.536 3.978  0.33
H: 2.796 -2.184 4.420  0.36
H: 1.969 -3.320 2.359  0.39
H: 2.333 -1.628 2.106  0.22
H: 4.905 -4.742 0.595  0.39
H: 3.205 -5.078 0.873  0.49
H: 4.242 -4.844 2.236  0.35
H: 2.568 -1.830 -0.319  0.34
H: 2.119 -3.515 -0.196  0.42
H: 3.612 -3.074 -1.023  0.46
H: 7.477 -1.103 1.596  0.45
H: 7.325 -0.856 3.333  0.41
H: 6.358 0.107 2.237  0.36

Atoms 1-6, force components in eV/Å:
-1.06 -0.02 -0.50
0.67 -0.29 0.49
-0.29 1.16 0.85
-0.19 -0.06 0.10
1.27 1.05 0.50
-2.32 -0.50 -0.26

Properties
LUMO level (spin up / spin down)	-4.85 / -4.85	eV
net charge	+1
⟨S²⟩	2.008
spin multiplicity	3
HOMO-LUMO gap (spin up / spin down)	0.197 / 0.224	Eh



(2)
Formula: C21H36BEuN10O2
Source: OMol25
Level of theory: the ωB97M-V functional and the def2-TZVPD basis

Last column: Mulliken charge in e.
Atoms and positions in Å:
Eu: 0.375 -0.177 0.406  0.53
C: -1.181 0.870 -3.115  -0.91
C: 0.106 1.489 -2.679  0.28
C: 0.840 2.513 -3.279  -1.32
C: 1.931 2.716 -2.452  0.62
C: 3.046 3.694 -2.603  -1.29
N: 1.834 1.850 -1.430  1.17
N: 0.709 1.083 -1.561  0.10
B: 2.661 1.784 -0.118  -1.14
N: 1.820 2.463 0.988  0.61
N: 0.632 1.901 1.348  0.06
C: 0.139 2.622 2.353  0.53
C: -1.129 2.174 3.009  -1.06
C: 0.998 3.690 2.627  -1.37
C: 2.054 3.553 1.741  0.72
C: 3.255 4.421 1.587  -1.23
N: 2.778 0.255 0.254  0.99
N: 2.372 -0.231 1.461  -0.90
C: 2.644 -1.538 1.475  0.78
C: 2.443 -2.343 2.714  -1.37
C: 3.222 -1.911 0.248  -1.29
C: 3.297 -0.745 -0.499  1.12
C: 3.883 -0.534 -1.853  -1.39
H: -1.857 1.632 -3.503  0.41
H: -1.658 0.382 -2.264  -0.10
H: -1.014 0.143 -3.913  0.22
H: 0.615 3.034 -4.195  0.51
H: 2.974 4.181 -3.573  0.40
H: 4.016 3.203 -2.529  0.27
H: 2.997 4.457 -1.824  0.14
H: 3.736 2.284 -0.248  -0.07
H: -1.427 1.211 2.593  0.04
H: -1.937 2.889 2.844  0.29
H: -0.984 2.065 4.083  0.33
H: 0.885 4.458 3.374  0.48
H: 3.238 5.209 2.336  0.39
H: 3.277 4.884 0.599  0.17
H: 4.172 3.842 1.702  0.27
H: 1.802 -1.807 3.411  0.31
H: 3.409 -2.508 3.195  0.37
H: 2.008 -3.316 2.492  0.30
H: 3.605 -2.879 -0.031  0.50
H: 4.226 -1.484 -2.256  0.41
H: 4.739 0.140 -1.788  0.26
H: 3.162 -0.091 -2.540  0.22
N: -0.023 -2.328 -1.309  -0.47
C: -1.462 -2.438 -0.948  0.30
C: -1.951 -3.873 -0.740  -1.37
C: -3.262 -3.984 0.046  -0.47
C: -4.417 -3.179 -0.557  -1.27
N: -4.355 -1.774 -0.171  -0.04
C: -4.679 -1.295 1.018  0.79
N: -4.470 -0.007 1.286  -0.34
N: -5.205 -2.089 1.954  -0.37
C: -1.509 -1.542 0.299  0.88
O: -0.753 -1.848 1.256  -0.84
O: -2.029 -0.396 0.191  -0.77
H: 0.105 -2.469 -2.305  0.30
H: 0.469 -3.090 -0.856  0.24
H: -2.039 -1.950 -1.736  0.44
H: -1.191 -4.437 -0.195  0.36
H: -2.072 -4.341 -1.721  0.41
H: -3.089 -3.661 1.076  0.41
H: -3.547 -5.037 0.078  0.47
H: -5.384 -3.595 -0.263  0.33
H: -4.372 -3.220 -1.644  0.54
H: -3.974 -1.113 -0.826  0.31
H: -3.826 0.519 0.718  0.18
H: -4.673 0.360 2.198  0.22
H: -5.475 -3.031 1.738  0.18
H: -5.525 -1.709 2.826  0.21

Atoms 1-6, force components in eV/Å:
0.00 0.34 -1.23
0.08 0.05 -0.06
0.06 -0.11 0.23
0.03 0.05 -0.10
-0.06 -0.02 -0.16
0.00 -0.05 0.13

Properties
LUMO level (spin up / spin down)	-2.30 / -2.30	eV
net charge	+1
⟨S²⟩	15.760
spin multiplicity	8
HOMO-LUMO gap (spin up / spin down)	0.221 / 0.311	Eh



(3)
Formula: C49H132N4O15
Source: OMol25
Level of theory: the ωB97M-V functional and the def2-TZVPD basis

Last column: Mulliken charge in e.
Atoms and positions in Å:
C: -23.202 4.631 15.140  -1.40
C: -23.364 5.939 14.439  0.96
C: -22.298 6.279 13.416  0.07
O: -24.743 5.883 13.820  -0.59
H: -23.174 3.826 14.409  0.15
H: -24.080 4.365 15.739  0.42
H: -22.228 4.573 15.658  0.32
H: -23.470 6.732 15.232  -0.12
H: -21.369 6.589 13.896  0.10
H: -22.595 7.139 12.849  -0.08
H: -22.199 5.380 12.748  -0.12
H: -24.753 6.513 13.131  0.21
C: -15.427 4.755 7.814  -1.73
C: -15.318 5.915 8.729  2.07
C: -14.739 5.801 10.135  -0.56
O: -14.570 6.929 8.045  -0.60
H: -14.457 4.311 7.525  0.37
H: -15.822 5.197 6.923  0.45
H: -16.088 3.921 8.104  0.30
H: -16.316 6.359 8.811  -0.82
H: -13.656 5.613 10.100  0.34
H: -15.282 5.182 10.852  0.06
H: -14.930 6.817 10.532  -0.11
H: -14.523 7.738 8.551  0.12
C: -25.010 3.650 10.436  -0.62
C: -26.000 3.092 11.487  -0.04
C: -25.281 2.262 12.547  -0.49
O: -26.681 4.154 12.119  -0.58
H: -25.528 4.354 9.787  0.29
H: -24.481 2.898 9.842  0.41
H: -24.173 4.116 10.965  -0.09
H: -26.684 2.470 10.990  0.49
H: -24.720 2.937 13.235  -0.31
H: -24.581 1.560 12.105  0.36
H: -26.073 1.760 13.212  0.29
H: -25.961 4.612 12.617  0.40
C: -21.486 15.488 10.649  -1.01
C: -20.761 16.029 11.937  1.23
C: -20.868 17.527 12.138  -1.71
O: -21.261 15.411 13.115  -0.63
H: -22.446 15.075 10.889  0.24
H: -20.797 14.765 10.256  0.09
H: -21.670 16.316 9.954  0.47
H: -19.634 15.896 11.842  -0.14
H: -20.462 17.853 11.188  0.44
H: -20.291 17.796 13.038  0.37
H: -21.869 17.847 12.384  0.37
H: -21.370 14.427 13.140  0.14
C: -23.545 7.360 7.904  -1.19
C: -23.030 6.425 8.962  1.40
C: -22.567 5.104 8.486  -1.69
O: -21.875 7.056 9.667  0.49
H: -24.549 7.223 7.498  0.42
H: -22.924 7.657 7.049  0.31
H: -23.765 8.328 8.404  -0.06
H: -23.819 6.388 9.739  -0.16
H: -22.058 4.553 9.289  0.29
H: -21.839 5.148 7.688  0.40
H: -23.335 4.465 8.134  0.49
H: -21.147 7.161 9.033  -0.60
C: -19.366 8.906 12.708  -0.77
C: -18.326 9.536 11.806  2.74
C: -17.722 8.616 10.814  -0.11
O: -18.776 10.701 11.118  1.51
H: -20.159 8.331 12.212  -0.71
H: -19.856 9.727 13.191  -0.48
H: -18.897 8.363 13.529  0.61
H: -17.505 9.919 12.440  -1.12
H: -16.983 9.150 10.214  -0.75
H: -18.407 8.250 10.048  -0.54
H: -17.180 7.829 11.289  0.80
H: -19.593 10.509 10.622  -1.28
C: -24.774 9.256 10.985  -0.87
C: -25.039 10.464 10.138  0.20
C: -26.426 10.968 10.428  -1.47
O: -24.048 11.431 10.433  -0.26
H: -25.112 9.403 12.012  0.23
H: -23.692 8.987 11.066  -0.10
H: -25.287 8.372 10.630  0.69
H: -24.965 10.177 9.050  0.21
H: -26.389 11.334 11.455  0.25
H: -27.162 10.144 10.274  0.37
H: -26.744 11.798 9.789  0.45
H: -24.338 12.201 9.895  0.23
C: -15.395 13.686 11.529  -1.42
C: -16.731 13.301 10.963  2.67
C: -17.310 14.293 9.929  -1.47
O: -16.455 12.007 10.331  0.70
H: -15.272 14.692 11.847  0.55
H: -14.572 13.448 10.841  0.20
H: -15.188 13.044 12.441  0.18
H: -17.515 13.009 11.686  -1.18
H: -18.152 13.850 9.396  0.06
H: -16.545 14.470 9.189  0.37
H: -17.637 15.267 10.278  0.39
H: -17.300 11.560 10.390  -0.57
C: -15.352 9.973 7.213  -1.32
C: -14.135 10.455 8.053  2.02
C: -12.833 10.430 7.274  -1.86
O: -14.348 11.800 8.440  -0.64
H: -15.115 8.937 6.864  0.37
H: -15.476 10.574 6.301  0.45
H: -16.306 9.935 7.791  0.28
H: -14.021 9.805 9.008  -0.58
H: -12.668 9.475 6.765  0.32
H: -12.004 10.698 7.933  0.42
H: -12.897 11.168 6.478  0.43
H: -15.232 11.847 8.849  0.09
C: -17.589 13.433 16.773  -1.69
C: -17.713 12.532 15.592  2.59
C: -17.966 13.199 14.247  -0.92
O: -16.501 11.741 15.435  -0.47
H: -17.668 12.827 17.669  0.35
H: -18.372 14.156 16.711  0.43
H: -16.591 13.885 16.857  0.36
H: -18.519 11.789 15.781  -1.60
H: -17.953 12.437 13.484  -0.22
H: -17.067 13.794 14.065  0.47
H: -18.809 13.854 14.344  0.41
H: -15.850 12.358 15.164  0.32
C: -17.905 3.161 12.046  -1.27
C: -19.005 4.139 12.335  1.02
C: -19.252 5.239 11.269  -0.50
O: -20.232 3.338 12.466  -0.52
H: -17.509 2.797 13.053  0.37
H: -17.070 3.629 11.457  0.04
H: -18.195 2.275 11.517  0.39
H: -18.749 4.653 13.289  -0.09
H: -19.378 4.750 10.290  0.39
H: -18.452 5.967 11.041  -0.02
H: -20.195 5.781 11.306  -0.15
H: -20.030 2.488 12.787  0.27
C: -20.677 8.254 16.518  -0.53
C: -20.148 8.943 17.735  0.32
C: -18.622 8.919 17.734  0.05
O: -18.168 9.686 18.869  -0.41
C: -16.795 9.819 18.855  -0.64
N: -20.558 10.352 17.786  -0.69
H: -21.789 8.231 16.565  0.19
H: -20.276 7.243 16.545  0.60
H: -20.408 8.717 15.553  -0.37
H: -20.530 8.460 18.637  0.44
H: -18.311 9.358 16.796  -0.38
H: -18.318 7.868 17.773  0.47
H: -16.539 10.591 19.545  0.29
H: -16.404 10.142 17.846  0.16
H: -16.303 8.908 19.203  0.31
H: -19.924 10.821 18.465  0.42
H: -20.295 10.792 16.909  -0.17
C: -12.908 8.323 12.734  -1.86
C: -14.075 9.246 12.313  2.02
C: -15.019 9.289 13.527  -0.31
O: -15.655 8.047 13.551  -0.20
C: -16.372 7.774 14.753  -0.39
N: -13.593 10.631 12.084  -0.55
H: -13.314 7.369 12.950  0.34
H: -12.406 8.861 13.541  0.50
H: -12.163 8.195 11.932  0.50
H: -14.553 8.777 11.434  -1.21
H: -15.665 10.155 13.569  -0.37
H: -14.438 9.471 14.454  0.59
H: -16.684 6.727 14.700  0.37
H: -17.261 8.442 14.859  -0.22
H: -15.728 7.838 15.640  0.37
H: -12.641 10.508 11.730  0.31
H: -14.196 11.091 11.409  0.01
C: -21.305 11.448 14.758  -0.68
C: -22.170 11.319 13.510  1.72
C: -23.627 11.502 13.921  -0.99
O: -24.181 10.236 14.225  0.00
C: -25.570 10.386 14.396  -0.97
N: -21.889 12.393 12.557  0.30
H: -21.189 12.483 15.111  0.30
H: -20.323 11.029 14.556  -0.41
H: -21.732 10.820 15.556  0.35
H: -22.015 10.291 13.134  -0.63
H: -24.156 12.016 13.046  0.38
H: -23.745 12.231 14.769  0.34
H: -26.008 9.365 14.441  0.20
H: -25.970 10.915 13.515  0.36
H: -25.866 10.960 15.314  0.26
H: -20.942 12.268 12.189  -0.06
H: -22.560 12.415 11.772  -0.05
C: -20.763 12.002 7.888  -1.47
C: -20.921 10.470 8.099  0.47
C: -19.621 9.738 7.598  -0.48
O: -19.889 8.314 7.849  -0.28
C: -18.793 7.450 7.495  -0.38
N: -21.102 10.135 9.544  0.94
H: -21.653 12.550 8.296  0.24
H: -20.586 12.161 6.845  0.60
H: -19.870 12.466 8.381  0.08
H: -21.762 10.045 7.500  0.41
H: -18.773 10.149 8.154  -0.48
H: -19.530 9.954 6.567  0.81
H: -18.957 6.435 7.884  0.02
H: -17.855 7.786 7.985  -0.30
H: -18.686 7.508 6.414  0.57
H: -21.876 10.624 9.973  -0.43
H: -21.450 9.156 9.572  -0.79

Atoms 1-6, force components in eV/Å:
0.44 -1.02 -0.36
-1.97 1.23 0.74
-0.46 -1.20 -0.04
1.54 -1.23 1.31
0.21 -0.04 -0.34
0.39 0.44 0.41

Properties
LUMO level	0.25	eV
net charge	0
spin multiplicity	1
HOMO-LUMO gap	0.347	Eh